DFT (ωB97M-V with the def2-TZVPD basis set) results for a structure of composition C72H62N10PV in a non-equilibrium geometry.

```
146
Properties=species:S:1:pos:R:3:forces:R:3
V -0.0083 1.0509 1.4038 -0.690 -0.155 -0.099
C -0.7350 8.2483 -1.0349 -0.014 0.008 0.018
C -0.3540 8.0734 0.2880 -0.025 0.016 0.031
C -0.1964 6.7955 0.8009 0.019 -0.020 -0.026
C -0.4148 5.6791 -0.0030 -0.021 0.093 0.018
C -0.7849 5.8602 -1.3312 0.017 -0.070 -0.003
C -0.9470 7.1403 -1.8420 -0.011 0.050 -0.045
C -0.2433 4.3155 0.5655 -0.060 -0.316 0.181
C 0.9666 3.6619 0.3699 0.116 0.164 -0.068
C 2.1627 4.3231 -0.0890 0.043 -0.070 0.056
C 3.2045 3.6241 0.4186 -0.050 0.037 -0.054
C 2.6493 2.4888 1.1200 -0.033 0.153 0.067
N 1.2924 2.4834 0.9770 0.968 0.812 -0.022
C 3.3140 1.6409 2.0094 -0.169 -0.328 -0.066
C 2.7120 0.5085 2.5807 0.519 0.083 -0.265
C 3.4837 -0.5232 3.2132 -0.064 -0.100 -0.085
C 2.6968 -1.6226 3.2781 0.165 0.048 -0.175
C 1.4046 -1.2510 2.7813 -0.168 -0.396 0.086
C 0.2796 -2.0951 2.7656 0.026 0.381 -0.145
C 0.3887 -3.5217 3.1635 0.001 -0.172 0.068
C -0.2090 -4.5195 2.3902 0.128 0.056 -0.154
C -0.1404 -5.8524 2.7588 0.011 -0.096 0.053
C 0.5304 -6.2250 3.9150 -0.008 0.023 -0.043
C 1.1065 -5.2451 4.7086 0.026 -0.038 0.020
C 1.0233 -3.9102 4.3448 -0.100 0.063 0.005
C -1.0017 -1.5794 2.5510 0.020 -0.098 0.165
N -1.2539 -0.2609 2.2990 -0.674 -0.492 0.461
C -2.5582 -0.0526 2.6442 -0.240 0.138 0.220
C -3.1589 1.1961 2.7874 0.208 -0.012 -0.132
C -4.6197 1.2240 3.0903 -0.037 -0.109 0.076
C -5.1156 1.5978 4.3340 0.075 -0.017 -0.012
C -6.4807 1.5620 4.5830 -0.038 0.037 0.056
C -7.3622 1.1573 3.5927 -0.034 0.000 -0.033
C -6.8761 0.7965 2.3434 -0.028 -0.002 0.038
C -5.5131 0.8276 2.0961 0.001 0.066 0.031
C -2.5175 2.4091 2.5075 -0.224 -0.115 -0.068
C -3.2100 3.6625 2.4655 0.126 0.125 -0.126
C -2.4214 4.5250 1.7711 -0.164 -0.095 0.146
C -1.2355 3.8101 1.4133 0.133 0.277 -0.140
N -1.2767 2.5414 1.9347 -0.082 0.132 0.410
C -3.1889 -1.3046 2.9942 0.275 0.063 0.088
C -2.2261 -2.2500 2.9269 -0.082 0.056 0.098
N 1.4301 0.0620 2.3751 0.431 -0.138 0.072
C 4.7082 1.9617 2.4093 0.128 0.041 0.058
C 4.9972 2.1235 3.7661 -0.045 0.065 -0.053
C 6.2688 2.4726 4.1885 0.067 -0.003 0.021
C 7.2819 2.6712 3.2613 -0.002 -0.016 0.029
C 7.0141 2.4942 1.9130 0.025 0.023 -0.032
C 5.7415 2.1399 1.4908 -0.048 -0.110 -0.046
H -0.8696 9.2460 -1.4318 0.012 -0.004 -0.019
H -0.1835 8.9325 0.9242 0.008 0.006 -0.010
H 0.1086 6.6498 1.8302 -0.020 0.014 0.013
H -0.9491 4.9910 -1.9576 -0.023 -0.016 0.011
H -1.2467 7.2759 -2.8734 0.011 -0.023 -0.008
H 2.1917 5.2418 -0.6515 -0.008 0.042 0.048
H 4.2465 3.8817 0.3462 0.014 -0.016 0.048
H 4.5196 -0.4506 3.4939 0.042 0.006 -0.052
H 3.0040 -2.6057 3.5850 -0.055 -0.018 0.041
H -0.7256 -4.2534 1.4759 0.031 0.080 -0.030
H -0.6122 -6.6064 2.1412 0.015 0.018 -0.026
H 0.5955 -7.2681 4.1955 -0.002 0.004 0.015
H 1.6215 -5.5191 5.6206 -0.034 0.010 0.020
H 1.4281 -3.1509 4.9994 0.017 -0.015 0.021
H -4.4244 1.9033 5.1101 -0.004 0.001 0.013
H -6.8597 1.8468 5.5562 0.024 -0.001 0.011
H -8.4255 1.1227 3.7917 0.000 0.016 0.007
H -7.5612 0.4887 1.5633 0.013 -0.004 -0.005
H -5.1235 0.5403 1.1278 0.014 -0.013 -0.027
H -4.1891 3.8410 2.8775 -0.019 0.010 -0.033
H -2.6299 5.5517 1.5207 -0.001 -0.004 -0.061
H -4.2153 -1.4272 3.2979 -0.020 0.032 0.002
H -2.3180 -3.2930 3.1755 0.013 -0.014 0.043
H 4.2058 1.9815 4.4912 -0.014 0.029 0.004
H 6.4694 2.5925 5.2454 -0.011 0.022 0.001
H 8.2728 2.9578 3.5879 0.008 -0.016 0.003
H 7.8005 2.6317 1.1818 0.000 -0.013 -0.002
H 5.5573 1.9837 0.4350 -0.056 -0.010 0.007
C 4.5492 -1.2215 -5.2393 -0.059 -0.009 0.042
C 3.0803 -1.5293 -5.3135 0.044 0.036 -0.031
C 2.5252 -2.1065 -6.4471 -0.043 0.034 0.067
C 1.1785 -2.4356 -6.5081 -0.068 -0.031 -0.066
C 0.3703 -2.1969 -5.4094 0.003 0.019 0.037
C 0.8991 -1.6107 -4.2701 0.017 -0.034 0.070
C 2.2478 -1.2602 -4.2186 -0.115 -0.089 -0.118
N 2.8209 -0.6575 -3.0810 0.147 0.061 -0.244
C 2.0353 -0.3211 -1.9566 0.172 -0.180 -0.340
N 1.1813 0.6760 -2.2944 0.107 0.362 0.516
C -0.0494 1.1768 -1.8261 -0.581 -0.115 0.051
C -0.6612 1.0247 -0.5473 0.340 -0.136 -1.165
C -2.0077 1.4441 -0.4989 0.246 -0.030 -0.407
C -2.6382 2.1146 -1.5350 -0.347 0.047 0.381
C -1.9654 2.3494 -2.7118 -0.207 0.097 -0.106
C -0.6956 1.8496 -2.8852 0.068 0.053 -0.197
C -0.0281 2.0295 -4.2294 -0.252 0.119 0.026
N 2.1785 -0.8750 -0.8239 -0.105 -0.016 0.456
C 3.1560 -1.8959 -0.7938 0.139 -0.100 0.156
C 4.5075 -1.5563 -0.7789 -0.064 -0.081 0.331
C 5.4853 -2.5347 -0.7025 0.076 0.002 0.002
C 5.1163 -3.8693 -0.6501 0.059 -0.088 0.017
C 3.7728 -4.2140 -0.7156 0.063 0.076 -0.036
C 2.7831 -3.2444 -0.8230 -0.094 0.015 0.066
C 1.3405 -3.5981 -1.0260 0.056 0.048 0.118
H 5.0154 -1.3258 -6.2170 0.016 -0.016 -0.007
H 5.0537 -1.9098 -4.5534 0.046 0.036 0.005
H 4.7260 -0.2070 -4.8764 0.003 0.007 -0.001
H 3.1665 -2.2964 -7.2996 0.005 -0.024 -0.004
H 0.7649 -2.8819 -7.4028 0.022 -0.015 -0.002
H -0.6736 -2.4831 -5.4137 -0.014 0.021 -0.055
H 0.2621 -1.4567 -3.4064 -0.006 0.022 -0.016
H 3.7219 -1.0390 -2.8327 -0.069 -0.041 -0.036
H 1.3316 0.9292 -3.2554 0.217 0.028 0.215
H -2.6039 1.2489 0.3775 0.083 0.045 0.073
H -3.6571 2.4633 -1.4103 -0.030 -0.034 0.016
H -2.4485 2.8842 -3.5216 0.009 0.007 -0.019
H -0.6977 2.5688 -4.8966 0.034 -0.003 -0.047
H 0.1998 1.0659 -4.6961 -0.012 0.071 -0.132
H 0.8971 2.6085 -4.1511 0.036 -0.004 -0.051
H 4.7751 -0.5095 -0.8237 0.048 0.145 0.132
H 6.5298 -2.2486 -0.6736 -0.013 -0.031 -0.018
H 5.8706 -4.6426 -0.5776 -0.006 0.011 0.020
H 3.4868 -5.2596 -0.6957 -0.023 0.012 -0.051
H 1.1899 -4.6765 -1.0093 -0.028 -0.018 0.047
H 0.9876 -3.2157 -1.9860 -0.064 -0.050 0.021
H 0.7325 -3.1240 -0.2549 -0.065 -0.029 0.035
C -3.0698 -2.4191 -3.1436 -0.085 -0.038 0.087
N -4.4127 -2.0329 -2.7249 -0.118 0.028 -0.178
C -5.0956 -3.2009 -2.1849 0.083 0.057 0.024
N -4.3712 -3.8403 -1.0942 -0.115 -0.224 0.059
C -3.0301 -4.1802 -1.5538 -0.027 0.051 -0.049
N -2.2844 -3.0449 -2.0858 0.179 -0.106 -0.027
C -1.9512 -2.0916 -1.0329 -0.169 0.154 0.181
P -3.4336 -1.3411 -0.1565 -0.243 -0.563 -0.788
C -4.3659 -0.9489 -1.7465 0.101 0.012 0.193
C -4.3212 -2.9838 0.0884 0.104 0.250 0.021
H -2.5464 -1.5275 -3.4988 0.035 -0.031 -0.037
H -3.1644 -3.1378 -3.9628 0.015 0.037 -0.024
H -5.2253 -3.9313 -2.9884 0.023 0.012 0.008
H -6.0807 -2.8948 -1.8251 -0.011 -0.044 -0.022
H -3.1161 -4.9295 -2.3457 -0.016 -0.012 0.035
H -2.4741 -4.6076 -0.7152 0.035 -0.042 -0.052
H -1.3596 -1.2769 -1.4550 0.035 -0.022 0.056
H -1.3333 -2.5902 -0.2805 0.040 0.058 -0.018
H -3.9015 -0.0793 -2.2151 -0.036 0.043 0.047
H -5.3921 -0.6794 -1.4734 0.020 0.061 -0.062
H -5.3446 -2.7591 0.4075 0.018 -0.077 0.049
H -3.8341 -3.5340 0.8985 -0.030 0.034 0.026
```
Forces are in eV/Å.

Charge   0
Gap between HOMO and LUMO (spin up / spin down)   5.88 / 5.61 eV
Highest occupied orbital energy (spin up / spin down)   -6.9 / -6.8 eV
Spin multiplicity   3
<S²>   2.024

These are the Löwdin partial charges, in e, on atoms 1 to 4: atom 1 (V): 0.9636, atom 2 (C): -0.0914, atom 3 (C): -0.0785, atom 4 (C): -0.0347

DFT (ωB97M-V with the def2-TZVPD basis set) results for a structure of composition C73H64N2OP2Pt in a non-equilibrium geometry.

```
143
Properties=species:S:1:pos:R:3:forces:R:3
Pt -0.7579 0.0806 -0.9610 -0.933 -0.626 -0.005
C 1.8757 3.2320 7.1412 0.000 -0.062 -0.252
C 1.8965 3.1500 5.6113 0.071 0.222 0.011
C 2.5804 4.4085 5.0398 -0.011 -0.082 0.074
C 2.6771 1.9473 5.1112 -0.244 0.091 0.000
C 3.7892 1.4330 5.7622 -0.084 -0.018 -0.098
C 4.5354 0.4050 5.2107 0.179 -0.100 0.016
C 4.1910 -0.1312 3.9838 -0.100 0.123 0.075
C 3.0760 0.3480 3.3158 -0.473 0.322 -0.170
P 2.4724 -0.2878 1.6886 0.684 -0.171 0.357
C 2.2924 -2.0413 2.2051 0.003 0.078 -0.131
C 1.6679 -2.2764 3.4313 0.076 0.112 -0.034
C 1.3201 -3.5554 3.8166 -0.067 -0.111 0.015
C 1.5833 -4.6278 2.9798 0.009 -0.052 -0.017
C 2.1916 -4.4061 1.7555 -0.058 -0.169 -0.035
C 2.5296 -3.1228 1.3599 0.102 0.156 0.044
C 4.1133 -0.1436 0.8794 -0.225 -0.152 -0.097
C 4.3873 1.1338 0.3938 -0.103 -0.118 0.015
C 5.5906 1.4077 -0.2246 0.041 0.161 -0.042
C 6.5374 0.4057 -0.3689 0.113 -0.030 -0.023
C 6.2733 -0.8638 0.1153 0.145 -0.056 -0.003
C 5.0684 -1.1397 0.7396 -0.021 0.030 0.069
C 2.3350 1.3801 3.8860 0.572 -0.473 0.177
O 1.2517 1.7727 3.1631 0.184 0.348 0.117
C 0.2750 2.4645 3.8156 -0.810 0.148 0.191
C -0.9648 2.4669 3.1864 0.465 -0.187 -0.014
C -2.0084 3.1617 3.7846 0.168 -0.024 0.148
C -1.8165 3.8026 4.9914 -0.157 0.070 0.054
C -0.5756 3.7821 5.6054 0.044 -0.124 -0.095
C 0.4944 3.1120 5.0308 0.182 -0.141 0.029
P -1.1111 1.6659 1.5043 -0.313 0.681 0.575
C -1.7221 3.2841 0.8630 -0.164 -0.063 -0.080
C -3.0569 3.6458 0.7613 0.213 -0.065 0.032
C -3.4006 4.9308 0.3695 -0.091 0.171 0.064
C -2.4226 5.8653 0.0784 -0.090 0.045 0.025
C -1.0853 5.5161 0.1954 0.071 0.060 -0.010
C -0.7409 4.2405 0.5966 -0.090 -0.148 -0.018
C -2.6221 0.6800 1.8478 0.141 0.064 -0.163
C -3.2861 0.1157 0.7621 0.116 0.131 -0.134
C -4.4008 -0.6795 0.9423 -0.133 -0.068 -0.095
C -4.8535 -0.9539 2.2229 -0.026 0.035 0.019
C -4.1733 -0.4392 3.3129 -0.076 -0.047 0.064
C -3.0637 0.3681 3.1309 0.044 -0.016 0.025
H 2.8862 3.2839 7.5363 0.076 0.027 0.058
H 1.3759 2.3642 7.5675 -0.033 -0.049 0.068
H 1.3606 4.1316 7.4680 -0.008 0.043 0.048
H 3.6053 4.4756 5.3985 0.132 0.040 0.031
H 2.0344 5.3009 5.3407 -0.030 0.098 0.016
H 2.5964 4.3630 3.9521 0.024 0.043 -0.090
H 4.0946 1.8428 6.7109 0.014 0.060 0.121
H 5.3976 0.0314 5.7424 0.084 -0.046 0.035
H 4.7777 -0.9256 3.5474 0.065 -0.094 -0.041
H 1.4536 -1.4410 4.0858 -0.008 0.000 0.089
H 0.8331 -3.7187 4.7665 -0.040 -0.003 0.099
H 1.3052 -5.6274 3.2782 -0.005 -0.093 0.010
H 2.3958 -5.2378 1.0955 0.000 -0.052 -0.058
H 2.9717 -2.9670 0.3856 0.045 -0.010 -0.002
H 3.6421 1.9100 0.5102 0.000 0.093 -0.039
H 5.7880 2.4042 -0.5923 0.035 0.077 -0.046
H 7.4855 0.6162 -0.8426 0.044 0.020 -0.069
H 7.0127 -1.6456 0.0092 0.047 -0.053 0.001
H 4.8791 -2.1297 1.1239 0.011 -0.119 0.020
H -2.9776 3.1883 3.3110 -0.065 0.023 -0.047
H -2.6356 4.3271 5.4606 -0.073 0.068 0.022
H -0.4492 4.3111 6.5362 0.045 0.021 0.108
H -3.8271 2.9165 0.9720 -0.087 -0.040 0.007
H -4.4427 5.2073 0.2875 -0.091 -0.012 -0.008
H -2.6999 6.8657 -0.2251 -0.004 0.016 -0.043
H -0.3171 6.2435 -0.0293 0.059 0.018 0.009
H 0.3011 3.9699 0.7095 0.149 -0.006 -0.018
H -2.8835 0.2968 -0.2462 -0.403 0.019 0.184
H -4.9097 -1.0934 0.0846 -0.019 -0.082 -0.092
H -5.7135 -1.5891 2.3735 -0.092 -0.046 -0.021
H -4.5008 -0.6692 4.3175 -0.032 -0.037 0.054
H -2.5401 0.7419 3.9993 -0.028 0.022 -0.009
N -0.5009 -1.6381 0.7554 0.434 0.309 -0.180
C -1.5299 -2.5848 0.9350 -0.489 -0.379 0.008
C -1.9920 -2.8343 2.2220 0.101 0.014 -0.030
C -3.0087 -3.7403 2.4529 0.026 -0.008 -0.061
C -3.5908 -4.3965 1.3825 -0.082 -0.023 0.133
C -3.1538 -4.1381 0.0987 0.066 0.070 0.068
C -2.1140 -3.2466 -0.1589 -0.029 0.186 0.297
C -1.6663 -3.0382 -1.5499 0.170 0.240 -0.360
C -1.6898 -4.1425 -2.4118 0.071 -0.025 0.092
C -1.2711 -4.0431 -3.7223 -0.003 -0.168 -0.130
C -0.8146 -2.8288 -4.2059 0.066 0.135 -0.021
C -0.7715 -1.7343 -3.3591 -0.130 -0.243 -0.174
C -1.1962 -1.8072 -2.0341 0.127 0.857 0.155
H -0.2479 -1.1993 1.6371 0.098 -0.128 -0.190
H 0.3312 -2.0372 0.3266 -0.102 0.019 0.236
H -1.5351 -2.3035 3.0481 0.036 -0.008 0.056
H -3.3476 -3.9287 3.4597 -0.042 0.005 0.134
H -4.3920 -5.0994 1.5439 -0.136 -0.097 0.037
H -3.6480 -4.6259 -0.7287 0.007 -0.009 -0.088
H -2.0071 -5.1056 -2.0350 -0.022 -0.056 0.028
H -1.2875 -4.9177 -4.3580 -0.012 -0.043 -0.054
H -0.4760 -2.7352 -5.2279 0.045 -0.028 -0.117
H -0.3746 -0.8001 -3.7388 -0.026 0.040 0.000
C 3.8529 -3.5787 -2.6811 0.009 0.078 0.045
C 2.5385 -3.7611 -2.2782 -0.011 -0.129 0.054
C 1.7827 -2.7017 -1.8267 -0.260 0.052 0.014
C 2.2858 -1.3871 -1.8452 0.621 -0.427 -0.134
C 3.6504 -1.2373 -2.1890 -0.049 0.141 -0.012
C 4.4100 -2.3096 -2.5915 0.200 -0.029 -0.093
N 1.5287 -0.3013 -1.5305 -0.819 0.079 -0.094
C 1.8615 0.8893 -2.1169 0.557 0.821 -0.365
C 2.3535 0.9698 -3.4357 -0.097 -0.188 0.139
C 2.6646 2.1896 -3.9933 0.056 0.172 -0.105
C 2.4967 3.3617 -3.2697 0.036 -0.066 -0.047
C 1.9958 3.3022 -1.9755 0.055 0.059 0.035
C 1.6709 2.0895 -1.4091 0.087 -0.222 0.052
H 4.4368 -4.4121 -3.0410 0.068 -0.074 -0.004
H 2.0899 -4.7433 -2.3166 -0.047 -0.064 0.020
H 0.7673 -2.8855 -1.5273 -0.133 -0.002 -0.001
H 4.0945 -0.2563 -2.1150 0.124 0.012 0.053
H 5.4503 -2.1517 -2.8385 0.068 -0.001 -0.025
H 2.4511 0.0689 -4.0257 -0.019 -0.043 0.015
H 3.0431 2.2243 -5.0053 -0.033 0.036 -0.083
H 2.7309 4.3120 -3.7252 0.019 0.097 0.012
H 1.8543 4.2162 -1.4154 -0.049 0.033 0.059
H 1.2901 2.0112 -0.3989 -0.045 0.067 0.066
C -2.6734 0.9419 -3.7720 0.003 0.191 0.181
C -2.4475 2.1330 -2.8267 -0.408 -0.129 -0.088
C -3.8089 2.3972 -2.1466 0.323 0.035 -0.116
C -1.3556 1.8922 -1.8237 0.714 -0.938 0.023
C -1.9864 3.3532 -3.6108 -0.164 0.010 -0.054
C -0.8157 3.2648 -4.3599 -0.087 0.009 -0.027
C -0.3421 4.3469 -5.0731 0.105 -0.035 -0.028
C -1.0037 5.5613 -5.0231 -0.027 0.163 -0.052
C -2.1484 5.6723 -4.2576 0.003 0.182 -0.048
C -2.6397 4.5791 -3.5660 -0.043 -0.094 -0.008
H -2.8652 0.0421 -3.1873 0.041 -0.028 -0.036
H -1.8131 0.7682 -4.4100 0.094 -0.105 -0.052
H -3.5373 1.1322 -4.4058 -0.097 0.036 -0.143
H -4.1375 1.5046 -1.6201 -0.047 -0.103 0.053
H -4.5547 2.6468 -2.8996 -0.160 0.008 -0.070
H -3.7356 3.2107 -1.4346 -0.096 -0.015 -0.048
H -0.9178 2.8216 -1.4697 -0.011 -0.117 0.090
H -0.2650 2.3367 -4.3687 0.066 -0.158 -0.019
H 0.5523 4.2437 -5.6670 0.174 -0.009 -0.083
H -0.6317 6.4111 -5.5752 0.049 0.093 -0.061
H -2.6716 6.6156 -4.1929 -0.040 0.100 -0.036
H -3.5451 4.7045 -2.9941 -0.066 -0.051 0.102
```
Forces are in eV/Å.

Charge   0
Gap between HOMO and LUMO (spin up / spin down)   6.25 / 5.63 eV
Highest occupied orbital energy (spin up / spin down)   -5.7 / -7.4 eV
Spin multiplicity   5
<S²>   6.053
Energy above the lowest of the compared OMol25 structures with the same formula, charge and spin   0.000 eV

These are the Löwdin partial charges, in e, on atoms 1 to 4: atom 1 (Pt): 0.9437, atom 2 (C): -0.0340, atom 3 (C): -0.4276, atom 4 (C): -0.0033

Q: Number 2 is which compound?
A: C73H64N2OP2Pt

Q: Look up the spin multiplicity of the first one.
A: 3

Q: The highest <S²> belongs to which entry?
A: C73H64N2OP2Pt